Version i
19
Properties=species:S:1:pos:R:3 method="wB97M-V/def2-TZVPD" smiles="CCC=O.CCO" gap_ev=10.761
C -1.78 -2.59 -0.55
C -1.27 -1.15 -0.41
C 0.20 -1.12 -0.71
O 0.69 -0.68 -1.73
C 0.53 1.63 0.70
C 2.03 1.75 0.47
O -0.03 2.78 1.30
H -1.64 -2.95 -1.57
H -1.25 -3.26 0.13
H -2.85 -2.65 -0.31
H -1.79 -0.48 -1.10
H -1.43 -0.79 0.62
H 0.85 -1.57 0.07
H 0.03 1.40 -0.25
H 0.32 0.81 1.39
H 2.25 2.49 -0.30
H 2.53 2.05 1.40
H 2.46 0.80 0.14
H 0.09 3.51 0.69


Version ii
19
Properties=species:S:1:pos:R:3 method="wB97M-V/def2-TZVPD" smiles="C=CCCCO.O" gap_ev=10.134
C -0.82 -0.27 -1.36
O -1.50 -1.07 -0.41
C -0.45 1.17 -0.90
C -0.41 1.49 0.61
C 0.52 0.60 1.40
C 1.67 0.14 0.89
H 0.10 -0.80 -1.61
H -1.41 -0.09 -2.26
H -2.45 -1.02 -0.51
H -1.24 1.79 -1.34
H 0.52 1.38 -1.35
H -0.15 2.55 0.69
H -1.46 1.37 0.87
H 0.24 0.24 2.38
H 2.26 -0.50 1.52
H 2.04 0.65 0.01
H 0.76 -1.81 0.24
H 0.56 -3.27 0.55
O 1.23 -2.57 0.59


Version iii
19
Properties=species:S:1:pos:R:3 method="wB97M-V/def2-TZVPD" smiles="CCC(O)O.C=C" gap_ev=9.499
C 1.07 -0.31 0.74
C -0.57 -0.86 0.47
C -1.51 -0.31 1.53
O 1.85 -0.57 -0.33
O 1.51 -0.94 1.88
H 1.41 -0.06 -1.21
H 1.89 -1.79 1.62
H 0.95 0.75 0.98
H -0.36 -1.92 0.67
H -1.02 -0.90 -0.52
H -1.02 -0.30 2.50
H -2.40 -0.93 1.63
H -1.81 0.71 1.29
C -0.47 1.40 -1.43
C 0.52 0.97 -2.24
H 0.29 0.27 -3.04
H -1.48 1.03 -1.48
H -0.28 2.17 -0.69
H 1.42 1.57 -2.37


Version iv
19
Properties=species:S:1:pos:R:3 method="wB97M-V/def2-TZVPD" smiles="C=C/C=C/C.O.O" gap_ev=8.232
C 0.00 2.10 -2.08
C -1.07 1.39 -1.74
C -1.65 0.25 -2.50
C -2.44 -0.66 -1.88
C -2.33 -2.15 -1.64
H 0.64 2.50 -1.31
H 0.17 2.48 -3.09
H -1.31 1.32 -0.68
H -1.47 0.54 -3.54
H -3.13 -0.22 -1.15
H -1.50 -2.66 -2.12
H -3.29 -2.54 -2.01
H -2.20 -2.35 -0.58
H 3.63 0.32 4.76
H 4.44 -0.79 5.44
O 4.45 0.14 5.24
H 1.19 -1.18 1.58
H 2.06 -0.04 1.93
O 1.29 -0.51 2.27


Of them, version iv has the lowest stability.


Version i
19
Properties=species:S:1:pos:R:3 method="wB97M-V/def2-TZVPD" smiles="CC(C)CC=O.O" gap_ev=11.046
O 1.35 1.54 -1.16
C 0.93 1.72 -0.03
C 0.34 0.64 0.82
C -0.54 -0.34 -0.04
C -1.72 0.40 -0.63
C -1.04 -1.47 0.87
H 0.95 2.73 0.39
H -0.27 1.12 1.59
H 1.12 -0.01 1.24
H 0.12 -0.70 -0.82
H -2.41 -0.32 -1.08
H -2.28 0.96 0.13
H -1.48 1.10 -1.43
H -0.25 -2.21 0.99
H -1.90 -2.00 0.45
H -1.23 -1.10 1.87
H 3.03 -1.40 -1.30
H 2.36 -0.02 -1.16
O 2.93 -0.65 -0.70


Version ii
19
Properties=species:S:1:pos:R:3 method="wB97M-V/def2-TZVPD" smiles=CC[C@@H](O)[C@@H](C)O gap_ev=10.869
C 2.28 0.16 1.43
C 0.90 0.66 1.02
C 0.34 -0.07 -0.21
O 0.43 -1.48 -0.09
C -1.13 0.31 -0.46
C -1.59 -0.07 -1.86
O -1.89 -0.39 0.54
H 2.24 -0.90 1.72
H 2.99 0.24 0.60
H 2.67 0.74 2.27
H 0.19 0.53 1.85
H 0.93 1.73 0.80
H 0.94 0.20 -1.09
H -0.30 -1.70 0.52
H -1.27 1.39 -0.31
H -1.29 -1.10 -2.09
H -2.68 0.02 -1.96
H -1.13 0.60 -2.60
H -2.64 -0.82 0.12


Of them, version i has the lowest stability.